# 1
{"formula": "C46H34Br2IN2O3P2V", "method": "ωB97M-V/def2-TZVPD", "s2": 3.765, "homo_energy_ha": [-0.1468, -0.1660], "e_above_lowest_kcal_mol": 17.4, "multiplicity": 4, "max_force_ev_per_a": 0.7, "energy_ha": -9181.2393, "total_charge": -1, "orbital_gap_ev": [6.11, 6.63], "lumo_ha": [0.0777, 0.0777], "elements": ["V", "C", "P", "C", "C", "C", "C", "C", "C", "C", "C", "C", "C", "C", "C", "C", "C", "C", "C", "C", "P", "C", "C", "C", "C", "C", "C", "C", "C", "C", "C", "C", "C", "N", "H", "H", "H", "H", "H", "H", "H", "H", "H", "H", "H", "H", "H", "H", "H", "H", "H", "H", "H", "H", "H", "H", "H", "H", "H", "H", "Br", "C", "C", "C", "Br", "C", "C", "C", "C", "N", "C", "C", "O", "H", "H", "H", "H", "I", "C", "C", "C", "C", "C", "C", "C", "O", "O", "H", "H", "H", "H"], "coordinates": [[-0.471, -0.216, -0.032], [0.647, 0.114, 3.140], [1.434, -0.455, 1.579], [2.855, 0.700, 1.550], [2.554, 2.043, 1.309], [3.549, 3.006, 1.331], [4.864, 2.644, 1.588], [5.170, 1.315, 1.839], [4.172, 0.352, 1.830], [2.151, -2.102, 1.851], [3.047, -2.623, 0.916], [3.435, -3.949, 0.971], [2.920, -4.788, 1.950], [2.012, -4.288, 2.871], [1.626, -2.956, 2.819], [-0.234, 1.270, 2.760], [-0.676, 2.351, 3.500], [-1.595, 3.049, 2.675], [-1.650, 2.349, 1.483], [-2.581, 2.457, 0.307], [-1.804, 1.598, -1.116], [-0.719, 2.861, -1.858], [-0.165, 3.875, -1.077], [0.771, 4.743, -1.621], [1.165, 4.612, -2.945], [0.622, 3.602, -3.725], [-0.307, 2.730, -3.183], [-3.110, 1.377, -2.355], [-3.615, 2.387, -3.168], [-4.614, 2.110, -4.085], [-5.119, 0.820, -4.196], [-4.621, -0.192, -3.389], [-3.615, 0.083, -2.474], [-0.795, 1.293, 1.521], [0.054, -0.711, 3.542], [1.401, 0.405, 3.875], [1.527, 2.333, 1.112], [3.292, 4.041, 1.145], [5.643, 3.395, 1.599], [6.191, 1.022, 2.052], [4.429, -0.677, 2.049], [3.433, -1.992, 0.122], [4.130, -4.331, 0.234], [3.212, -5.829, 1.984], [1.588, -4.934, 3.630], [0.897, -2.594, 3.531], [-0.398, 2.586, 4.517], [-2.181, 3.917, 2.938], [-3.491, 1.882, 0.514], [-2.861, 3.485, 0.059], [-0.442, 3.973, -0.034], [1.193, 5.523, -0.999], [1.895, 5.292, -3.365], [0.930, 3.482, -4.756], [-0.706, 1.930, -3.796], [-3.222, 3.393, -3.089], [-5.001, 2.900, -4.716], [-5.897, 0.605, -4.918], [-4.999, -1.202, -3.476], [-3.205, -0.713, -1.861], [-1.544, -4.096, -3.319], [-0.166, -2.815, -3.464], [0.688, -2.858, -4.569], [1.699, -1.948, -4.728], [2.825, -2.065, -6.254], [1.896, -0.919, -3.771], [2.888, 0.087, -3.850], [2.953, 1.049, -2.881], [2.028, 1.010, -1.819], [1.114, 0.073, -1.699], [1.032, -0.887, -2.663], [-0.029, -1.858, -2.453], [-0.743, -1.767, -1.409], [0.535, -3.633, -5.308], [3.575, 0.085, -4.686], [3.683, 1.845, -2.909], [2.045, 1.785, -1.066], [-3.169, -5.659, 6.638], [-2.978, -4.260, 5.096], [-2.136, -4.531, 4.029], [-2.001, -3.595, 3.017], [-2.717, -2.404, 3.055], [-3.569, -2.156, 4.124], [-3.695, -3.074, 5.154], [-2.563, -1.367, 1.950], [-3.497, -0.599, 1.717], [-1.470, -1.464, 1.314], [-1.589, -5.464, 3.989], [-1.333, -3.767, 2.183], [-4.129, -1.230, 4.127], [-4.347, -2.872, 5.994]], "forces_ev_per_angstrom": [[-0.047, -0.100, -0.033], [0.035, 0.019, 0.039], [0.206, -0.133, 0.162], [-0.052, 0.024, 0.008], [-0.038, -0.006, -0.004], [-0.009, 0.055, -0.010], [0.044, -0.009, 0.004], [0.062, 0.051, 0.007], [-0.014, -0.087, -0.027], [-0.204, -0.034, 0.115], [0.012, 0.060, -0.041], [0.068, -0.048, -0.025], [-0.012, -0.046, 0.033], [0.012, -0.022, -0.001], [0.098, 0.037, 0.051], [0.018, 0.122, 0.077], [0.034, -0.040, 0.065], [-0.062, 0.056, -0.018], [-0.019, 0.023, -0.066], [-0.013, 0.050, -0.017], [-0.155, 0.043, 0.171], [0.028, -0.048, 0.044], [-0.012, -0.027, -0.006], [0.054, 0.041, -0.008], [0.034, 0.055, 0.040], [0.007, 0.014, -0.058], [-0.033, -0.012, -0.039], [-0.019, -0.171, 0.045], [-0.019, 0.097, 0.043], [-0.072, 0.007, -0.072], [-0.005, -0.023, 0.004], [-0.033, -0.017, -0.039], [0.012, -0.016, -0.037], [0.149, -0.379, -0.379], [-0.050, 0.026, -0.013], [-0.009, -0.081, 0.012], [-0.012, 0.002, 0.013], [0.011, 0.007, 0.000], [0.017, 0.005, 0.001], [0.014, 0.009, 0.002], [-0.020, -0.015, -0.014], [-0.030, 0.042, 0.003], [-0.001, -0.025, 0.005], [0.009, -0.008, 0.001], [0.007, -0.022, -0.003], [0.000, 0.009, -0.003], [0.000, 0.021, 0.020], [-0.006, 0.019, 0.011], [0.009, 0.027, -0.011], [0.012, -0.013, 0.014], [-0.038, -0.015, 0.005], [0.018, 0.017, -0.022], [0.011, 0.005, -0.007], [0.010, 0.002, -0.009], [-0.029, -0.017, 0.010], [0.025, 0.017, 0.009], [-0.001, -0.004, -0.002], [-0.013, -0.002, -0.008], [-0.020, 0.008, -0.018], [0.022, 0.026, 0.018], [-0.061, -0.034, 0.032], [0.123, 0.124, 0.030], [-0.009, -0.054, -0.071], [-0.065, 0.099, 0.181], [0.022, -0.020, -0.049], [0.167, -0.071, -0.290], [-0.020, 0.058, 0.078], [-0.184, -0.188, 0.055], [0.075, -0.017, -0.125], [-0.092, 0.224, 0.071], [-0.172, -0.034, 0.237], [0.160, 0.167, -0.069], [-0.118, -0.077, 0.140], [0.033, 0.021, -0.015], [0.011, 0.015, 0.004], [0.032, 0.002, -0.040], [-0.030, -0.006, 0.023], [-0.006, -0.045, 0.053], [0.020, 0.109, -0.116], [0.028, -0.170, 0.081], [0.032, 0.155, -0.057], [0.004, 0.222, 0.114], [0.042, -0.003, -0.152], [-0.074, -0.049, 0.134], [-0.531, -0.201, -0.339], [0.124, 0.078, 0.208], [0.500, 0.120, -0.164], [0.003, 0.004, -0.004], [0.010, -0.024, -0.007], [-0.012, 0.018, 0.017], [-0.001, 0.002, -0.006]]}

***

# 2
{"formula": "C46H34O10S", "method": "ωB97M-V/def2-TZVPD", "homo_energy_ha": -0.3547, "max_force_ev_per_a": 0.2, "energy_ha": -2923.9468, "orbital_gap_ev": 8.50, "lumo_ha": -0.0425, "elements": ["C", "C", "O", "C", "C", "O", "S", "O", "O", "H", "H", "H", "H", "H", "H", "H", "H", "H", "H", "C", "C", "C", "C", "C", "C", "C", "O", "C", "C", "C", "C", "C", "C", "C", "O", "H", "H", "H", "H", "H", "H", "H", "H", "C", "C", "C", "C", "C", "C", "C", "O", "C", "C", "C", "C", "C", "C", "C", "O", "H", "H", "H", "H", "H", "H", "H", "H", "C", "C", "C", "C", "C", "C", "C", "O", "C", "C", "C", "C", "C", "C", "C", "O", "H", "H", "H", "H", "H", "H", "H", "H"], "coordinates": [[-1.412, -4.314, -2.142], [-2.429, -4.365, -1.012], [-3.064, -3.116, -0.786], [-3.895, -2.656, -1.823], [-5.140, -2.045, -1.216], [-6.064, -2.974, -0.619], [-7.024, -3.824, -1.587], [-8.127, -4.225, -0.751], [-5.983, -5.096, -1.684], [-1.879, -4.274, -3.129], [-0.774, -5.200, -2.118], [-0.772, -3.436, -2.028], [-3.190, -5.133, -1.196], [-1.933, -4.600, -0.070], [-3.399, -1.853, -2.388], [-4.137, -3.459, -2.525], [-4.828, -1.427, -0.374], [-5.664, -1.415, -1.941], [-6.303, -5.695, -2.376], [-4.638, 6.976, -3.228], [-3.629, 6.063, -3.513], [-3.683, 4.782, -2.992], [-4.748, 4.407, -2.179], [-5.760, 5.324, -1.891], [-5.701, 6.609, -2.420], [-6.916, 4.960, -1.018], [-7.803, 5.751, -0.785], [-6.935, 3.583, -0.446], [-7.980, 3.212, 0.393], [-8.017, 1.937, 0.932], [-7.010, 1.022, 0.638], [-5.969, 1.391, -0.196], [-5.926, 2.667, -0.742], [-4.786, 3.021, -1.634], [-3.926, 2.209, -1.907], [-4.594, 7.977, -3.637], [-2.799, 6.354, -4.143], [-2.911, 4.054, -3.201], [-6.497, 7.302, -2.184], [-8.753, 3.937, 0.607], [-8.832, 1.651, 1.584], [-7.045, 0.024, 1.056], [-5.172, 0.706, -0.447], [4.429, -1.420, 5.117], [4.852, -0.391, 4.283], [3.985, 0.147, 3.347], [2.689, -0.346, 3.240], [2.267, -1.386, 4.069], [3.141, -1.917, 5.011], [0.894, -1.958, 3.952], [0.520, -2.849, 4.683], [0.007, -1.404, 2.888], [-1.262, -1.948, 2.721], [-2.100, -1.460, 1.732], [-1.680, -0.417, 0.912], [-0.423, 0.135, 1.081], [0.428, -0.358, 2.065], [1.781, 0.243, 2.216], [2.152, 1.160, 1.513], [5.108, -1.837, 5.849], [5.862, -0.011, 4.363], [4.292, 0.946, 2.685], [2.792, -2.722, 5.644], [-1.568, -2.757, 3.370], [-3.075, -1.903, 1.584], [-2.335, -0.038, 0.137], [-0.078, 0.951, 0.458], [11.247, -1.182, -0.220], [11.362, 0.181, -0.472], [10.226, 0.955, -0.639], [8.968, 0.369, -0.556], [8.853, -0.999, -0.304], [9.997, -1.771, -0.135], [7.518, -1.660, -0.213], [7.420, -2.845, 0.025], [6.314, -0.808, -0.424], [5.056, -1.398, -0.366], [3.922, -0.626, -0.549], [4.034, 0.740, -0.789], [5.283, 1.332, -0.850], [6.428, 0.562, -0.669], [7.760, 1.227, -0.735], [7.862, 2.420, -0.923], [12.137, -1.784, -0.089], [12.340, 0.639, -0.539], [10.289, 2.017, -0.833], [9.883, -2.829, 0.060], [4.991, -2.460, -0.170], [2.942, -1.083, -0.491], [3.142, 1.341, -0.898], [5.396, 2.393, -1.025]], "forces_ev_per_angstrom": [[0.108, -0.002, 0.004], [0.057, -0.032, -0.077], [-0.089, 0.019, 0.094], [-0.041, 0.026, -0.046], [-0.011, 0.141, -0.024], [0.093, -0.175, 0.085], [-0.071, 0.087, 0.077], [0.179, -0.012, -0.132], [-0.029, 0.035, -0.056], [-0.035, 0.043, 0.062], [-0.065, 0.015, 0.001], [-0.021, -0.049, 0.015], [0.039, 0.025, -0.001], [-0.025, 0.005, -0.039], [0.020, -0.085, -0.001], [-0.077, 0.008, 0.028], [-0.045, 0.028, -0.067], [0.038, -0.075, -0.010], [-0.035, -0.007, 0.071], [-0.024, 0.000, 0.015], [0.007, -0.028, 0.007], [-0.002, 0.023, -0.012], [0.018, -0.014, -0.010], [-0.008, 0.029, 0.012], [0.020, 0.006, -0.015], [0.014, -0.030, -0.022], [0.005, 0.004, 0.009], [-0.018, 0.012, 0.002], [-0.004, -0.024, 0.008], [-0.004, 0.025, -0.008], [0.007, 0.012, -0.036], [-0.040, -0.029, 0.023], [0.053, -0.015, 0.014], [-0.041, 0.017, -0.010], [0.014, 0.000, 0.014], [0.002, -0.005, 0.003], [-0.005, -0.001, 0.001], [-0.005, 0.004, 0.003], [0.004, -0.005, -0.001], [0.006, -0.003, -0.001], [0.004, -0.001, -0.004], [0.001, 0.006, 0.004], [0.008, 0.012, 0.030], [-0.023, -0.014, 0.004], [-0.009, 0.016, -0.025], [0.017, -0.011, 0.020], [0.018, 0.007, -0.030], [-0.002, -0.024, 0.013], [0.021, 0.006, -0.004], [0.019, 0.022, -0.023], [-0.003, 0.002, 0.004], [-0.020, -0.015, 0.023], [-0.001, 0.019, -0.027], [-0.006, -0.011, 0.020], [0.004, 0.005, 0.000], [-0.019, 0.000, -0.006], [-0.011, 0.032, -0.006], [0.106, -0.090, 0.002], [-0.136, 0.087, 0.005], [-0.001, 0.002, -0.005], [-0.004, -0.003, 0.001], [-0.002, -0.004, 0.001], [0.000, 0.005, -0.004], [0.002, 0.007, -0.001], [0.013, -0.008, 0.007], [0.008, 0.002, -0.005], [-0.002, -0.005, 0.003], [-0.022, -0.018, 0.004], [-0.017, 0.021, -0.006], [0.021, -0.014, 0.009], [0.007, 0.029, 0.004], [0.003, -0.032, -0.010], [0.023, 0.011, 0.000], [0.003, 0.037, 0.010], [-0.001, -0.002, -0.010], [-0.008, -0.024, 0.007], [-0.026, 0.016, 0.003], [0.010, -0.024, 0.014], [0.050, 0.008, 0.022], [-0.025, -0.018, 0.014], [-0.004, 0.023, -0.008], [0.002, -0.033, 0.022], [-0.001, -0.002, -0.013], [-0.003, 0.004, -0.003], [-0.004, -0.004, 0.002], [-0.002, -0.006, 0.000], [-0.001, 0.006, -0.001], [0.002, 0.006, -0.002], [0.003, 0.001, -0.006], [0.009, 0.000, -0.020], [0.002, -0.009, -0.011]]}